Entry 1:
# H5N4

The ion H5N4 with charge +1 (wB97M-V/def2-TZVPD, the Open Molecules 2025 dataset).

Computed properties:
LUMO   -5.19 eV
Maximum force   0.1285 Eh/bohr
Highest occupied orbital energy   -0.5943 Ha
Total charge   +1
DFT total energy   -6029.5836 eV
SMILES   NNN=[NH2+]
Molecular weight   61.07 g mol⁻¹

The geometry in XYZ format:
```
9
Properties=species:S:1:pos:R:3:nbo_charge:R:1
N 0.275 -0.935 -1.798 -0.466
N -0.006 -0.250 -0.311 -0.282
N -0.357 0.844 1.597 -0.433
N 0.109 -0.144 1.058 0.184
H 0.107 -1.956 -1.699 0.392
H 1.318 -0.883 -1.998 0.394
H -0.371 0.682 -0.563 0.341
H -0.222 1.012 2.687 0.476
H -0.853 1.630 1.026 0.396
```

=====

Entry 2:
# C3H3NO2

An isolated molecule of C3H3NO2 (wB97M-V/def2-TZVPD, the Open Molecules 2025 dataset).

Computed properties:
LUMO   0.64 eV
Maximum force   0.0606 Eh/bohr
Highest occupied orbital energy   -0.3959 Ha
Total charge   0
DFT total energy   -8744.6006 eV
SMILES   CC(=O)N=C=O
Molecular weight   85.06 g mol⁻¹

The geometry in XYZ format:
```
9
Properties=species:S:1:pos:R:3:nbo_charge:R:1
C 0.239 0.126 -0.575 0.745
C 0.571 -2.069 0.695 0.885
C -0.528 1.307 -0.124 -0.720
N 0.251 -0.922 0.563 -0.677
O 0.799 -3.150 1.027 -0.490
O 0.800 -0.093 -1.590 -0.491
H -0.688 1.978 -0.963 0.240
H 0.030 1.825 0.656 0.256
H -1.475 0.998 0.312 0.252
```

=====

Kohn-Sham gap values (in eV) by entry order: 10.978 11.418.